# 1
The following is a DFT calculation (wB97M-V/def2-TZVPD) of a cluster of 2 separate species, CH3F2NO in total in a non-equilibrium geometry.

```
8
Properties=species:S:1:pos:R:3:mulliken_charge:R:1
F -0.28 1.29 -0.88 -0.20
F -1.86 0.13 0.11 -0.20
O 0.69 -0.97 -0.11 -0.38
N 1.25 -0.35 0.91 -0.21
C -1.02 0.17 -0.89 0.23
H -1.48 -0.17 -1.72 0.29
H 0.81 -0.49 1.83 0.24
H 1.89 0.40 0.75 0.23
```

Computed properties:
2S+1: 1
Net charge: 0
Calculated total energy (Ha): -369.4622
HOMO-LUMO gap (alpha / beta) (eV): 8.59 / 9.87
E_LUMO (alpha / beta) (eV): 0.52 / 1.08

# 2
The following is a DFT calculation (wB97M-V/def2-TZVPD) of an isolated molecule of C3H3ClF2 in a non-equilibrium geometry.

```
9
Properties=species:S:1:pos:R:3:mulliken_charge:R:1
Cl -1.97 -1.18 -0.25 -0.15
F -2.24 1.33 -0.25 -0.23
F 2.16 -0.07 -0.53 -0.30
C 0.01 0.62 -0.03 -0.30
C 1.01 -0.53 0.15 -0.18
C -1.30 0.35 -0.10 0.36
H 1.43 -0.74 1.15 0.19
H 0.69 -1.45 -0.24 0.28
H 0.22 1.67 0.11 0.33
```

Computed properties:
2S+1: 1
Net charge: 0
Calculated total energy (Ha): -775.9914
SMILES: FC/C=C(/F)Cl
HOMO-LUMO gap (eV): 10.67
E_LUMO (eV): 0.72

# 3
The following is a DFT calculation (wB97M-V/def2-TZVPD) of an isolated molecule of C21H22N2O5 in a non-equilibrium geometry.

```
50
Properties=species:S:1:pos:R:3:mulliken_charge:R:1
O -1.32 7.74 2.24 -0.44
O 1.64 -5.71 -0.57 -0.27
O 0.11 -1.18 -2.78 -0.70
O 0.04 1.16 -0.08 -0.50
O -0.34 -6.29 -1.44 -0.61
N 0.59 -1.70 -0.64 0.12
N -0.36 3.29 0.78 -0.66
C -0.20 -3.95 0.97 -0.96
C -1.12 2.58 -1.43 1.37
C 3.68 -6.93 -0.89 -1.15
C -0.81 5.47 1.53 0.16
C -2.15 6.09 -0.85 -0.90
C -0.28 0.52 -1.26 0.76
C -0.66 7.53 3.47 -0.82
C -0.04 -4.06 -0.56 1.15
C -0.47 2.41 -0.17 0.01
C 0.38 -5.47 -0.92 -0.08
C 0.15 -0.85 -1.60 0.67
C 0.48 -1.55 0.79 -0.66
C -0.97 1.34 -2.10 -1.46
C -1.70 3.81 -1.68 -0.94
C -1.36 6.72 1.35 0.81
C -1.60 4.79 -0.69 0.66
C 2.16 -7.01 -0.86 -0.30
C -0.92 4.49 0.53 -0.47
C -0.57 -2.52 1.34 -0.60
C -2.04 7.02 0.14 -0.65
C 0.99 -3.03 -1.03 -1.61
H 1.46 -1.78 1.24 0.29
H -1.54 -2.26 0.92 0.32
H 1.97 -3.26 -0.59 0.29
H -2.45 8.01 0.03 0.44
H 4.05 -6.58 0.07 0.30
H -1.13 6.73 4.04 0.33
H -2.67 6.32 -1.77 0.40
H 1.76 -7.35 -1.82 0.34
H 4.00 -6.24 -1.66 0.30
H -0.63 -2.41 2.42 0.40
H -1.00 -3.87 -1.04 0.27
H -2.21 4.01 -2.61 0.44
H 0.23 -0.52 1.06 0.43
H -1.31 1.07 -3.08 0.53
H 4.09 -7.91 -1.10 0.40
H -0.29 5.20 2.43 0.53
H 0.40 7.29 3.32 0.33
H -0.75 8.46 4.01 0.23
H -0.98 -4.64 1.31 0.39
H 0.74 -4.23 1.44 0.33
H 1.82 -7.70 -0.08 0.27
H 1.07 -3.05 -2.12 0.54
```

Computed properties:
2S+1: 1
Net charge: 0
Calculated total energy (Ha): -1299.1808
SMILES: CCOC(=O)[C@H]1CCCN(C(=O)c2cc3cc4ccc(OC)cc4nc3o2)C1
HOMO-LUMO gap (eV): 7.88
E_LUMO (eV): -0.23

# 4
The following is a DFT calculation (wB97M-V/def2-TZVPD) of a cluster of 2 separate species, CH2BrFO in total in a non-equilibrium geometry.

```
6
Properties=species:S:1:pos:R:3:lowdin_spin:R:1
Br -2.31 0.01 -0.03 0.38
F 0.13 1.35 0.00 0.12
O -1.03 -1.06 0.03 0.74
C 0.80 0.14 -0.02 0.68
H 0.98 -0.30 -0.90 0.05
H 1.42 -0.14 0.93 0.03
```

Computed properties:
2S+1: 3
<S²>: 2.0110
Net charge: 0
Calculated total energy (Ha): -2788.1890
HOMO-LUMO gap (alpha / beta) (eV): 7.52 / 7.57
E_LUMO (alpha / beta) (eV): 0.28 / -2.46

# 5
The following is a DFT calculation (wB97M-V/def2-TZVPD) of a cluster of 2 separate species, C4H11NO3 in total in a non-equilibrium geometry.

```
19
Properties=species:S:1:pos:R:3:mulliken_charge:R:1
O 1.64 0.89 -0.64 -0.63
O -0.51 -1.69 1.72 -0.66
O -0.06 2.45 0.50 -0.58
N -0.66 0.21 -1.63 -0.35
C 0.88 -0.04 0.13 0.27
C -0.63 0.18 -0.22 -0.21
C -1.08 1.57 0.42 -0.25
C 1.18 -1.48 -0.15 -1.28
H -1.42 1.47 1.47 0.31
H -1.85 1.95 -0.25 0.29
H 0.44 -2.14 0.39 0.38
H 0.90 -1.62 -1.21 0.36
H -0.58 -2.25 2.54 0.16
H -1.52 0.26 -2.17 0.25
H 1.01 0.20 1.18 0.38
H -1.19 -0.69 0.11 0.48
H 2.18 -1.86 0.02 0.37
H 0.04 0.85 -2.00 0.30
H 1.25 1.73 -0.20 0.41
```

Computed properties:
2S+1: 1
Net charge: 0
Calculated total energy (Ha): -439.2000
HOMO-LUMO gap (eV): 4.20
E_LUMO (eV): -4.26

# 6
The following is a DFT calculation (wB97M-V/def2-TZVPD) of a structure of composition C58H52FMnN6O4PSe in a non-equilibrium geometry.

```
124
Properties=species:S:1:pos:R:3:lowdin_spin:R:1
Se -3.31 4.03 -2.10 0.74
Mn -1.55 1.05 0.20 2.15
P -0.10 2.72 0.75 -0.06
F -2.40 -5.39 -0.75 0.00
O -1.67 2.40 -3.60 0.07
O -2.25 -0.43 -0.84 0.02
O 2.02 -4.49 3.27 0.00
O -1.45 1.92 -1.46 0.05
N -1.21 -6.30 -3.13 0.00
N 3.49 -3.24 4.42 0.00
N 1.95 -2.22 3.00 0.00
N -0.61 -9.02 -3.61 0.00
N -0.89 -0.60 1.42 -0.02
N -1.01 -1.66 -4.55 0.00
C -1.13 1.99 3.03 0.00
C -2.79 6.80 -1.71 0.04
C -1.47 -4.94 -2.89 0.00
C 0.33 -0.87 1.86 0.00
C 3.44 -0.89 5.16 0.00
C -3.61 1.16 3.91 -0.01
C -1.61 -2.70 2.29 0.00
C 0.04 5.53 0.60 0.00
C -1.74 -2.20 -2.32 0.00
C 3.81 3.15 -1.61 -0.01
C 3.80 2.39 -0.45 0.00
C 5.45 -2.19 5.29 0.00
C 1.47 2.89 -0.14 -0.01
C -3.34 1.19 2.53 0.01
C -0.48 6.80 0.79 0.00
C -2.60 5.85 1.40 0.00
C -1.98 -4.50 -1.67 0.00
C 2.63 2.26 0.29 -0.01
C 4.14 0.21 5.63 0.00
C -0.68 -2.03 -5.90 0.00
C 0.04 -8.26 -2.50 0.00
C -0.92 -7.18 -2.02 0.00
C -1.86 -1.49 1.67 0.00
C -1.83 -0.79 -1.97 0.01
C -1.79 6.96 1.21 0.00
C 2.45 -3.40 3.56 0.00
C 2.65 3.75 -2.06 0.00
C -0.33 -3.01 2.70 0.00
C -2.65 1.47 4.84 0.03
C -0.75 6.94 -3.58 0.00
C -1.70 -2.75 -6.74 0.00
C -1.52 1.59 -2.69 0.02
C -2.11 4.59 1.16 0.00
C -2.41 5.66 -2.42 0.07
C -1.91 -7.01 -4.18 0.00
C 5.49 0.14 5.93 0.00
C -2.09 1.56 2.07 -0.12
C -1.12 8.07 -2.86 0.02
C -1.38 -1.32 -7.02 0.00
C -2.15 7.99 -1.93 0.00
C -1.00 -8.11 -4.72 0.00
C -0.34 2.30 5.29 0.00
C 1.47 3.61 -1.34 -0.01
C 0.10 2.54 2.56 -0.01
C -1.39 5.74 -3.37 0.02
C 6.13 -1.09 5.78 0.00
C -1.06 -0.34 -4.23 0.00
C -1.42 0.12 -3.00 0.00
C 4.10 -2.09 4.94 0.00
C -2.10 -3.17 -1.37 0.00
C -1.30 -2.62 -3.59 0.00
C -1.15 -3.98 -3.85 0.00
C 0.67 -2.05 2.52 0.00
C -1.38 1.92 4.42 0.00
C 6.25 1.34 6.42 0.00
C 1.06 2.97 3.43 0.00
C 0.84 2.81 4.81 0.00
C -0.78 4.41 0.78 -0.01
H -2.47 -2.86 -0.40 0.00
H 4.73 3.26 -2.17 0.00
H 0.27 -8.95 -1.69 0.00
H -1.36 -3.50 -7.42 0.00
H 2.37 -0.80 5.01 0.00
H -0.50 2.22 6.36 0.00
H -2.17 7.95 1.40 0.00
H -3.62 5.99 1.72 0.00
H -0.11 -3.95 3.18 0.00
H 0.03 7.00 -4.32 0.00
H 2.62 1.69 1.21 0.00
H 7.30 1.10 6.58 0.00
H 0.36 -2.29 -6.03 0.00
H -2.17 -6.32 -4.99 0.00
H -0.76 -4.30 -4.80 0.00
H -2.85 -7.45 -3.81 0.00
H 0.95 -7.81 -2.88 0.00
H -0.61 9.01 -3.03 0.00
H 0.02 -9.75 -3.96 0.00
H -1.45 -9.47 -3.25 0.00
H 1.61 3.11 5.50 0.00
H -2.12 -0.58 -6.76 0.00
H 0.14 7.66 0.62 0.00
H -0.09 -7.67 -5.14 0.00
H -0.81 0.36 -5.00 0.00
H 6.19 2.14 5.69 0.00
H 3.92 -4.12 4.67 0.00
H 5.96 -3.13 5.18 0.00
H 4.70 1.90 -0.12 0.00
H 1.07 5.41 0.30 0.00
H -4.59 0.84 4.23 0.00
H -4.13 0.92 1.84 0.00
H -1.51 -8.68 -5.50 0.00
H -3.61 6.74 -1.00 0.01
H 2.65 4.32 -2.97 0.00
H 3.61 1.14 5.77 0.00
H 1.97 3.44 3.08 0.00
H 7.17 -1.19 6.04 0.00
H 2.55 -1.41 3.02 0.00
H -2.45 8.87 -1.37 0.00
H -1.13 4.85 -3.93 0.00
H -1.82 -7.64 -1.59 0.00
H -0.81 -1.07 -7.90 0.00
H -0.42 -6.61 -1.23 0.00
H -2.42 -3.39 2.47 0.00
H -2.74 3.71 1.27 0.00
H 1.08 -0.10 1.70 0.00
H -2.66 -2.97 -6.29 0.00
H 0.56 4.07 -1.69 0.00
H -2.87 -1.22 1.37 0.00
H -2.87 1.39 5.89 0.00
H 5.83 1.70 7.36 0.00
```

Computed properties:
2S+1: 4
<S²>: 3.8602
Net charge: +2
Calculated total energy (Ha): -6864.0496
HOMO-LUMO gap (alpha / beta) (eV): 5.56 / 5.33
E_LUMO (alpha / beta) (eV): -4.88 / -4.86

# 7
The following is a DFT calculation (wB97M-V/def2-TZVPD) of a cluster of 13 separate species, C78H65N13O26 in total in a non-equilibrium geometry.

```
182
Properties=species:S:1:pos:R:3:mulliken_charge:R:1
O 4.31 -3.85 -0.28 -0.42
O 6.87 -0.65 -2.86 -0.65
O -8.50 -2.88 -1.03 -0.63
O 1.35 -2.44 -2.39 0.16
O 5.35 -0.38 4.12 -0.64
O -0.28 1.69 3.43 -0.28
O 1.22 4.65 2.29 -0.50
O 3.95 3.15 -0.75 -0.48
O 0.51 -9.33 -1.69 -0.58
O -4.38 0.83 -1.17 -0.72
O 3.11 -5.98 2.09 -0.63
O 0.42 1.04 5.36 -0.64
O -6.05 3.08 3.40 -0.57
O -0.86 5.17 2.35 -0.69
O -2.91 -0.27 -3.96 -0.67
O -7.74 3.52 2.13 -0.65
O 6.44 -3.83 -0.50 -0.66
O -3.62 0.30 0.77 -0.72
O -8.23 -3.94 0.82 -0.64
O -0.70 -2.51 -1.69 -0.30
O 4.24 3.22 -2.87 -0.62
O -1.43 -9.89 -2.46 -0.61
O 3.77 -5.07 3.92 -0.64
O 5.00 0.14 -2.17 -0.50
O -0.78 -0.64 -4.08 -0.65
O 4.00 0.12 2.51 -0.42
N -7.80 -3.33 -0.14 1.18
N -0.40 1.56 4.64 1.10
N -6.55 3.45 2.35 1.18
N 0.25 5.11 2.85 1.25
N 5.66 -0.64 -2.83 1.24
N 3.10 -5.09 2.91 1.12
N 3.82 3.69 -1.84 1.12
N 5.11 0.03 3.00 1.02
N -1.75 0.09 -4.00 1.22
N 0.40 -1.98 -1.79 0.62
N -0.53 -9.09 -2.27 1.01
N -4.54 0.46 -0.02 2.36
N 5.33 -4.18 -0.84 1.16
C -3.47 3.57 5.18 -0.79
C 8.34 0.96 0.46 -0.56
C -3.92 3.04 6.38 -0.77
C 6.23 0.42 2.15 0.06
C 4.86 -3.07 -5.54 -0.91
C -1.47 1.54 -3.91 -0.39
C 1.74 6.54 -0.71 -0.42
C 4.04 -5.16 -2.71 0.84
C -0.71 5.97 4.93 -0.15
C 6.02 1.19 1.03 0.54
C -8.25 0.54 0.29 -1.13
C 0.47 -1.84 2.27 -0.59
C -4.43 -2.52 -1.49 -0.42
C 6.23 -6.80 -3.31 -0.74
C 1.69 5.78 4.71 -0.38
C -1.65 2.05 5.23 -0.47
C -6.98 0.76 -0.22 -0.44
C 8.56 0.29 1.66 -0.60
C 1.33 -3.98 1.59 -0.46
C -6.06 -0.23 1.77 -0.25
C 2.20 -3.96 2.67 -0.29
C 3.95 -6.06 -3.76 -0.26
C 7.50 0.03 2.50 -0.59
C -3.40 4.05 0.46 -0.35
C 0.38 -2.99 1.48 -0.31
C -2.22 -5.94 -3.37 -0.75
C -2.51 2.42 -4.03 -0.35
C -5.26 4.22 -1.06 -0.45
C 2.53 5.40 -0.66 -0.14
C -5.63 3.83 1.27 -0.49
C 2.30 -2.84 3.48 -0.68
C 1.73 -0.14 -0.82 -1.08
C -2.30 3.78 -3.83 -0.93
C 0.04 3.29 -3.41 -0.25
C 5.21 -5.09 -1.98 -0.80
C 1.54 7.22 -1.91 -0.64
C -0.73 -7.72 -2.77 0.05
C 5.53 -2.14 -4.76 -0.54
C 5.07 -6.82 -4.06 -0.85
C -1.02 4.19 -3.49 0.12
C -6.35 -3.13 -0.22 -0.15
C -4.28 3.86 1.52 -0.09
C 4.94 -1.62 -3.63 -0.13
C -1.12 -5.08 -3.45 -0.46
C 2.05 6.71 -3.10 -0.56
C 3.08 4.95 -1.85 -0.34
C -4.19 -3.28 0.80 -0.61
C 3.57 -3.44 -5.14 -0.75
C -0.17 1.94 -3.63 -0.61
C 7.07 1.45 0.18 -0.53
C 1.76 1.00 -0.03 0.07
C -3.22 2.02 7.01 -0.63
C 6.31 -5.87 -2.29 -0.62
C -2.08 1.49 6.41 -0.53
C 2.95 -2.81 -4.07 -0.92
C -0.55 6.38 6.24 -0.58
C -8.42 0.05 1.58 -0.51
C 2.87 5.59 -3.06 -0.18
C -3.89 4.23 -0.83 -0.25
C 0.49 -0.70 -1.08 1.02
C 0.15 -5.57 -3.25 0.04
C 0.37 -6.88 -2.85 -0.62
C -6.13 4.04 0.01 -0.38
C -0.66 -0.04 -0.73 0.46
C -7.30 -0.28 2.36 -0.98
C 1.47 -1.77 3.24 -0.35
C -5.81 -2.73 -1.42 -0.60
C 0.72 6.56 6.76 -0.56
C 0.60 1.64 0.39 -0.84
C -1.99 -7.28 -3.09 -0.52
C -5.57 -3.45 0.87 -0.47
C 0.42 5.62 4.21 -0.01
C -3.64 -2.81 -0.38 -0.04
C -5.90 0.26 0.48 0.01
C -0.63 1.18 -0.06 0.23
C 3.66 -1.98 -3.22 1.26
C 1.84 6.26 6.00 -0.58
C -2.36 3.02 4.56 1.04
H -0.41 -2.98 0.74 0.52
H 0.94 -4.82 -3.22 0.21
H -3.98 4.42 4.75 0.46
H 9.61 0.17 1.90 0.38
H -3.94 -2.01 -2.31 0.46
H -5.54 4.31 -2.10 0.39
H 1.52 -0.86 3.84 0.37
H -1.44 6.77 6.73 0.42
H 3.25 -1.56 -2.31 -0.70
H 1.78 7.24 -4.00 0.40
H 1.36 -7.17 -2.54 0.66
H -1.65 -0.42 -0.96 -0.33
H -5.14 -0.44 2.31 0.46
H -3.24 -5.62 -3.55 0.46
H 2.84 6.29 6.43 0.38
H 3.18 5.13 -3.99 0.45
H -3.67 1.51 7.85 0.38
H -7.17 4.09 -0.27 0.45
H 1.33 6.96 0.20 0.38
H -1.98 3.51 3.67 0.34
H 1.02 3.61 -3.09 0.49
H 7.10 -7.38 -3.59 0.41
H 7.22 -5.77 -1.72 0.48
H -1.71 5.97 4.52 0.48
H -9.17 0.76 -0.23 0.46
H -3.15 4.42 -1.60 0.26
H 6.50 -1.75 -5.02 0.53
H -3.51 2.06 -4.25 0.41
H 7.64 -0.63 3.35 0.45
H 0.64 1.23 -3.52 0.68
H 1.40 -4.80 0.89 0.70
H -1.54 0.67 6.85 0.51
H 2.71 4.88 0.26 0.60
H -6.84 1.20 -1.20 0.50
H 2.70 1.43 0.28 0.23
H 4.94 -7.49 -4.91 0.39
H 3.00 -2.80 4.31 0.54
H -3.14 4.46 -3.94 0.48
H 5.25 -3.49 -6.45 0.46
H 3.20 -4.58 -2.35 0.55
H 0.66 2.48 1.06 0.21
H 2.56 5.54 4.11 0.50
H 5.02 1.47 0.73 0.02
H -5.98 -3.84 1.79 0.50
H 6.84 1.85 -0.80 0.44
H 1.93 -3.15 -3.90 0.77
H -7.43 -0.63 3.37 0.49
H 3.00 -4.17 -5.69 0.55
H 9.10 1.17 -0.27 0.41
H -6.40 -2.52 -2.30 0.48
H -2.34 3.94 0.62 0.67
H -3.85 3.59 2.47 0.11
H 0.86 8.06 -1.93 0.42
H -1.62 1.56 0.10 -0.41
H -2.83 -7.96 -3.08 0.45
H 3.07 -6.11 -4.39 0.54
H 2.64 -0.68 -1.02 0.39
H -0.14 -0.99 2.03 0.66
H -2.58 -2.65 -0.51 0.34
H 0.84 6.94 7.77 0.41
H -0.80 5.21 -3.21 0.46
H -9.42 -0.06 1.97 0.48
H -3.60 -3.63 1.64 0.62
H -4.84 3.41 6.80 0.46
H -1.33 -4.02 -3.42 0.53
```

Computed properties:
2S+1: 1
Net charge: 0
Calculated total energy (Ha): -5678.1665
HOMO-LUMO gap (eV): 8.11
E_LUMO (eV): -1.18

# 8
The following is a DFT calculation (wB97M-V/def2-TZVPD) of a structure of composition C22H52CrF6N5O11S2V in a non-equilibrium geometry.

```
100
Properties=species:S:1:pos:R:3:lowdin_spin:R:1
Cr -0.89 0.59 1.26 3.73
V 1.71 -0.66 -2.05 2.82
S -2.46 -2.03 0.04 0.01
S -3.69 0.21 -0.41 0.01
F -1.13 -3.10 2.12 0.00
F -2.96 -4.19 1.62 0.00
F -5.16 -0.71 1.81 0.00
F -5.94 -1.24 -0.27 0.00
F -3.07 -2.28 2.70 0.00
F -6.09 0.85 0.54 0.00
O 3.24 0.89 -1.82 0.02
O 2.42 -2.02 3.52 0.00
O 0.21 3.56 -1.61 0.00
O 0.94 0.10 -0.03 0.04
O -3.64 -2.70 -0.53 0.01
O -1.19 -2.32 -0.62 0.01
O -3.58 1.64 -0.30 0.01
O 2.22 -0.84 -4.29 0.01
O 0.74 -2.48 -2.78 0.03
O -3.82 -0.25 -1.82 0.01
O -2.39 1.30 2.70 0.02
N -0.09 -0.80 2.85 0.02
N 3.26 -2.38 -1.50 0.01
N 0.40 1.04 -3.16 0.01
N -2.51 -0.31 0.47 0.06
N -0.87 2.63 0.69 0.02
C -0.11 0.44 4.96 0.00
C -0.85 1.58 -2.67 0.00
C 2.13 0.69 0.56 0.01
C -1.34 3.30 1.89 0.01
C 1.22 -3.74 -2.34 0.00
C -3.11 0.93 3.83 0.00
C 0.48 4.92 -1.80 0.00
C -0.83 3.09 -2.54 0.00
C -2.41 -2.97 1.74 0.00
C -5.36 -0.30 0.51 0.00
C 3.28 -3.06 4.01 0.00
C 0.75 -0.36 3.91 0.01
C 1.43 -1.62 4.45 0.00
C -0.37 -2.59 -3.66 0.01
C 2.09 0.48 -4.88 0.00
C 3.05 -1.83 -4.99 0.00
C 0.74 1.06 -4.57 0.00
C 3.16 1.33 -0.40 0.01
C 2.25 -3.32 -1.21 0.01
C -1.52 4.78 1.50 0.00
C -2.62 2.69 2.50 0.00
C 1.68 -3.19 0.20 0.01
H -0.82 -1.43 3.16 0.00
H 4.08 -1.46 -5.05 0.00
H 1.04 -4.03 0.46 0.00
H 4.11 1.19 0.11 0.00
H -2.30 5.00 0.77 0.00
H 2.65 -1.96 -5.99 0.00
H 0.80 -2.49 4.65 0.00
H 3.88 -2.72 4.86 0.00
H -2.86 3.29 3.38 0.00
H 3.77 -2.98 -2.14 0.00
H -1.02 1.14 -1.68 0.00
H 1.04 1.70 -2.74 0.00
H 0.97 -2.37 0.14 0.00
H -4.16 1.22 3.72 0.00
H 2.66 -0.11 1.07 0.00
H -0.81 -1.66 -4.01 0.00
H 3.93 -2.24 -0.76 0.00
H 3.12 2.42 -0.48 0.00
H 1.98 -1.34 5.35 0.00
H -1.63 1.24 -3.35 0.00
H 2.74 -4.28 -1.07 0.00
H -1.56 2.79 -0.02 0.01
H 4.02 -3.28 3.24 0.00
H 2.12 0.51 -5.97 0.00
H 0.03 0.41 -5.07 0.00
H 0.62 2.07 -4.96 0.00
H 1.53 0.30 3.53 0.00
H 2.39 -2.99 1.00 0.00
H -0.92 -0.14 5.39 0.00
H -0.56 5.13 1.11 0.00
H 1.82 1.38 1.35 0.01
H 2.88 -4.01 4.37 0.00
H -0.05 -3.07 -4.58 0.00
H -0.55 1.33 4.52 0.00
H 0.55 -1.46 2.45 0.00
H 2.84 1.20 -4.54 0.00
H 0.51 0.75 5.80 0.00
H -0.13 3.16 0.26 0.00
H -0.65 3.55 -3.51 0.00
H -1.18 -3.25 -3.36 0.00
H 1.08 5.24 -0.95 0.00
H -3.00 -0.14 3.98 0.00
H -1.80 3.35 -2.14 0.00
H 1.20 5.06 -2.60 0.00
H -1.77 5.47 2.30 0.00
H 1.68 -4.22 -3.20 0.00
H -0.62 3.31 2.70 0.00
H -3.44 2.81 1.79 0.00
H -2.72 1.44 4.71 0.00
H -0.43 5.52 -1.81 0.00
H 0.48 -4.43 -1.93 0.00
H 3.03 -2.75 -4.41 0.00
```

Computed properties:
2S+1: 8
<S²>: 15.7675
Net charge: +1
Calculated total energy (Ha): -5354.5748
HOMO-LUMO gap (alpha / beta) (eV): 7.27 / 7.98
E_LUMO (alpha / beta) (eV): -1.77 / -1.76